*one*
{"formula": "C6H21NO5", "method": "ωB97M-V/def2-TZVPD", "orbital_gap_ev": 9.953, "charge": 0, "smiles": "CCNCCCC=O.O.O.O.O", "e_homo_ev": -9.2812, "species": ["C", "C", "C", "O", "C", "N", "C", "C", "H", "H", "H", "H", "H", "H", "H", "H", "H", "H", "H", "H", "H", "H", "H", "O", "H", "H", "O", "H", "H", "O", "H", "H", "O"], "coordinates": [[-2.051, -1.028, -0.516], [-2.426, 0.461, -0.681], [-1.225, 1.219, -1.110], [-0.713, 2.155, -0.537], [-1.479, -1.441, 0.839], [-0.603, -0.455, 1.412], [0.265, -0.931, 2.508], [1.093, 0.236, 3.046], [-2.948, -1.607, -0.741], [-1.387, -1.297, -1.339], [-2.794, 0.898, 0.257], [-3.294, 0.580, -1.331], [-0.854, 1.026, -2.132], [-0.890, -2.328, 0.587], [-2.284, -1.812, 1.487], [-0.940, 0.451, 1.729], [0.825, -1.784, 2.108], [-0.309, -1.367, 3.330], [2.143, 0.225, 2.765], [1.106, 0.235, 4.143], [0.606, 1.189, 2.827], [1.218, -2.166, -1.230], [1.053, -3.167, -2.331], [0.646, -2.944, -1.482], [2.440, 2.509, -0.122], [2.710, 2.291, -1.739], [3.080, 2.339, -0.846], [0.525, 2.803, -3.363], [0.960, 1.597, -2.577], [1.157, 2.092, -3.383], [1.985, 0.576, -0.724], [0.889, -0.296, -0.049], [1.497, -0.259, -0.806]]}



*two*
{"formula": "C6H21NO5", "method": "ωB97M-V/def2-TZVPD", "orbital_gap_ev": 9.318, "charge": 0, "smiles": "C=CC[C@H](C)NCO.O.O.O.O", "e_homo_ev": -9.0845, "species": ["C", "C", "C", "C", "C", "N", "C", "O", "H", "H", "H", "H", "H", "H", "H", "H", "H", "H", "H", "H", "H", "H", "H", "O", "H", "H", "O", "H", "H", "O", "H", "H", "O"], "coordinates": [[0.484, -1.476, 1.719], [-0.461, -1.377, 0.493], [-1.854, -1.054, 1.041], [-2.823, -0.828, -0.060], [-3.799, -1.685, -0.363], [0.049, -0.203, -0.334], [0.157, -0.514, -1.776], [0.679, 0.544, -2.544], [0.417, -0.496, 2.159], [0.197, -2.185, 2.492], [1.484, -1.628, 1.304], [-0.464, -2.233, -0.169], [-2.109, -1.750, 1.929], [-1.818, -0.011, 1.506], [-2.597, -0.045, -0.778], [-3.958, -2.568, 0.284], [-4.300, -1.787, -1.288], [-0.409, 0.669, -0.110], [0.891, -1.366, -1.847], [-0.847, -0.886, -2.209], [0.209, 1.384, -2.374], [2.241, 0.274, -1.746], [3.800, 0.437, -2.168], [3.168, 0.077, -1.533], [3.061, 1.181, 0.854], [1.561, 1.331, 0.595], [2.310, 1.748, 1.029], [-1.163, 3.953, -2.086], [0.387, 3.737, -2.283], [-0.466, 3.312, -2.239], [2.310, 0.637, 3.983], [2.014, 1.543, 2.829], [1.647, 1.267, 3.687]]}



Relative energy table, unit eV: *one* 0.000; *two* 0.802



*one*
{"formula": "HN4O3", "method": "ωB97M-V/def2-TZVPD", "orbital_gap_ev": 9.534, "charge": -1, "smiles": "O=NNN=[N+]([O-])[O-]", "e_homo_ev": -4.7991, "species": ["N", "N", "N", "N", "O", "O", "O", "H"], "coordinates": [[0.361, 0.616, 0.787], [-0.671, -1.659, 0.971], [-0.497, -0.635, 0.245], [0.697, 1.347, -0.227], [0.423, 0.937, -1.393], [-1.330, -2.587, 0.457], [1.355, 2.367, -0.026], [-0.338, -0.386, -0.814]]}



*two*
{"formula": "HN4O3", "method": "ωB97M-V/def2-TZVPD", "orbital_gap_ev": 8.645, "charge": -1, "e_homo_ev": -4.0830, "species": ["N", "N", "N", "N", "O", "O", "O", "H"], "coordinates": [[-0.782, 1.755, -0.959], [1.388, -0.550, 0.336], [1.416, -0.623, -0.810], [-1.253, 0.744, -1.012], [-0.400, -0.307, 0.782], [1.986, -0.499, 1.374], [-1.713, -0.236, -1.393], [-0.642, -0.285, 1.683]]}



Relative energy table, unit eV: *one* 0.510; *two* 0.000



*one*
{"formula": "C18H34O3", "method": "ωB97M-V/def2-TZVPD", "orbital_gap_ev": 10.000, "charge": 0, "smiles": "CCCCCCCC/C=C\\CCCCCC[C@@H](O)C(=O)O", "e_homo_ev": -9.2075, "species": ["C", "H", "C", "C", "C", "C", "C", "C", "H", "H", "C", "C", "C", "C", "H", "C", "C", "C", "C", "C", "H", "H", "C", "O", "H", "C", "O", "O", "H", "H", "H", "H", "H", "H", "H", "H", "H", "H", "H", "H", "H", "H", "H", "H", "H", "H", "H", "H", "H", "H", "H", "H", "H", "H", "H"], "coordinates": [[-2.143, -3.767, 0.607], [-3.148, -3.771, 0.187], [-1.166, -3.059, -0.327], [0.212, -2.902, 0.313], [1.240, -2.323, -0.657], [2.578, -2.052, 0.028], [3.613, -1.479, -0.937], [4.969, -1.222, -0.277], [5.721, -1.077, -1.056], [5.259, -2.102, 0.303], [4.971, 0.008, 0.637], [4.793, 1.274, -0.142], [3.929, 2.254, 0.077], [2.890, 2.343, 1.152], [2.830, 1.412, 1.716], [1.511, 2.672, 0.571], [1.051, 1.582, -0.394], [-0.322, 1.843, -1.014], [-1.471, 1.610, -0.035], [-2.824, 1.772, -0.719], [-2.874, 1.139, -1.610], [-2.958, 2.807, -1.040], [-4.020, 1.431, 0.200], [-5.221, 1.936, -0.318], [-5.605, 1.250, -0.884], [-4.116, -0.079, 0.314], [-4.869, -0.733, -0.362], [-3.269, -0.607, 1.190], [-3.324, -1.580, 1.179], [-3.866, 1.877, 1.187], [-1.385, 0.605, 0.381], [-1.405, 2.317, 0.794], [-0.452, 1.171, -1.867], [-0.364, 2.866, -1.393], [1.791, 1.501, -1.193], [1.029, 0.628, 0.135], [1.557, 3.628, 0.043], [0.796, 2.775, 1.389], [3.177, 3.136, 1.850], [3.947, 3.114, -0.582], [5.482, 1.373, -0.972], [5.938, 0.055, 1.148], [4.203, -0.096, 1.402], [3.749, -2.185, -1.760], [3.240, -0.544, -1.359], [2.959, -2.984, 0.454], [2.418, -1.355, 0.853], [0.855, -1.392, -1.080], [1.390, -3.021, -1.484], [0.128, -2.248, 1.185], [0.559, -3.876, 0.665], [-1.550, -2.071, -0.593], [-1.074, -3.632, -1.251], [-1.839, -4.800, 0.757], [-2.160, -3.285, 1.584]]}



*two*
{"formula": "C18H34O3", "method": "ωB97M-V/def2-TZVPD", "orbital_gap_ev": 10.240, "charge": 0, "smiles": "CCCCCCCCCCCCC(=O)CCCCC(=O)O", "e_homo_ev": -9.3996, "species": ["C", "C", "C", "C", "C", "C", "C", "C", "C", "C", "C", "C", "C", "O", "C", "C", "H", "C", "C", "C", "O", "O", "H", "H", "H", "H", "H", "H", "H", "H", "H", "H", "H", "H", "H", "H", "H", "H", "H", "H", "H", "H", "H", "H", "H", "H", "H", "H", "H", "H", "H", "H", "H", "H", "H"], "coordinates": [[-0.954, 1.390, -1.975], [-1.040, 0.894, -3.414], [0.029, -0.146, -3.750], [1.435, 0.444, -3.837], [2.483, -0.576, -4.286], [2.725, -1.746, -3.329], [3.344, -1.357, -1.980], [2.327, -1.145, -0.858], [3.022, -0.884, 0.478], [2.045, -0.619, 1.625], [1.479, 0.799, 1.607], [0.442, 1.020, 2.721], [-0.845, 0.305, 2.371], [-0.981, -0.886, 2.517], [-1.904, 1.198, 1.771], [-3.190, 0.469, 1.384], [-3.663, 1.003, 0.557], [-4.204, 0.366, 2.525], [-3.776, -0.576, 3.649], [-2.856, 0.057, 4.658], [-2.546, 1.218, 4.722], [-2.418, -0.844, 5.545], [-1.822, -0.428, 6.187], [-4.648, -0.927, 4.207], [-3.266, -1.454, 3.251], [-4.383, 1.359, 2.943], [-5.146, 0.000, 2.111], [-2.937, -0.535, 1.034], [-1.457, 1.680, 0.898], [-2.122, 1.983, 2.498], [0.253, 2.085, 2.848], [0.836, 0.613, 3.653], [2.296, 1.513, 1.746], [1.017, 1.008, 0.641], [2.563, -0.770, 2.575], [1.226, -1.338, 1.580], [3.631, -1.756, 0.727], [3.699, -0.032, 0.376], [1.705, -2.038, -0.763], [1.672, -0.310, -1.098], [4.025, -2.151, -1.664], [3.942, -0.451, -2.103], [1.794, -2.288, -3.160], [3.406, -2.434, -3.836], [3.431, -0.054, -4.440], [2.176, -0.984, -5.253], [1.425, 1.263, -4.562], [1.730, 0.865, -2.877], [0.002, -0.931, -2.993], [-0.214, -0.603, -4.712], [-0.951, 1.742, -4.098], [-2.025, 0.446, -3.570], [-1.777, 2.069, -1.760], [-1.011, 0.549, -1.286], [-0.022, 1.924, -1.802]]}



Relative energy table, unit eV: *one* 0.620; *two* 0.000



*one*
{"formula": "CH3FOS", "method": "ωB97M-V/def2-TZVPD", "orbital_gap_ev": 8.098, "charge": 0, "smiles": "CSOF", "e_homo_ev": -9.4942, "species": ["C", "O", "F", "S", "H", "H", "H"], "coordinates": [[-0.138, 0.223, 0.364], [2.368, 1.682, 0.214], [3.453, 2.226, 0.694], [1.266, 0.402, 1.487], [0.189, 1.158, -0.240], [-1.060, 0.513, 0.916], [-0.347, -0.781, -0.210]]}



*two*
{"formula": "CH3FOS", "method": "ωB97M-V/def2-TZVPD", "orbital_gap_ev": [7.028, 7.030], "charge": 0, "e_homo_ev": [-10.0586, -10.0626], "species": ["C", "O", "F", "S", "H", "H", "H"], "coordinates": [[0.383, -0.079, -0.878], [-0.310, 0.105, 1.943], [-1.439, -0.574, 2.071], [-0.413, 1.422, -0.237], [-0.340, -0.712, -1.117], [0.936, -0.451, -0.121], [1.182, 0.289, -1.661]]}



Relative energy table, unit eV: *one* 0.000; *two* 1.322